{"formula": "C3H8N4", "method": "the ωB97M-V functional and the def2-TZVPD basis", "smiles": "[H]/N=C(N)\\C(C)=N\\N", "lumo_energy_ev": 0.865, "de_lowest_kj_mol": 121.06, "orbital_gap_ev": 9.636, "elements": ["H", "N", "C", "N", "C", "C", "N", "N", "H", "H", "H", "H", "H", "H", "H"], "coordinates": [[0.57530, 1.32792, 2.12835], [1.07563, 0.44765, 2.09207], [0.81935, -0.27883, 1.07659], [1.38866, -1.50903, 0.99229], [-0.09738, 0.05132, -0.05164], [-0.92243, 1.30590, 0.05100], [-0.09076, -0.77906, -1.02023], [-0.91080, -0.71055, -2.07891], [1.34424, -1.97497, 0.10350], [2.13775, -1.70876, 1.63087], [-1.33126, 1.60123, -0.91437], [-1.75276, 1.15044, 0.73998], [-0.31340, 2.12758, 0.42535], [-0.54963, -1.21816, -2.87253], [-1.37250, 0.16732, -2.30233]], "atomic_forces_ev_per_a": [[-0.061, -0.095, -0.258], [0.018, 0.258, 0.331], [0.142, -0.079, 0.227], [0.123, -0.317, -0.138], [-0.276, 0.328, -0.329], [0.039, -0.297, -0.131], [0.355, -0.215, 0.315], [-0.421, 0.275, -0.267], [0.057, -0.057, 0.054], [-0.007, 0.034, -0.026], [-0.006, 0.058, 0.025], [-0.063, 0.070, 0.024], [-0.043, 0.018, -0.029], [-0.066, 0.134, 0.145], [0.207, -0.115, 0.057]]}